(1)
Formula: C5H7NO
Source: the Open Molecules 2025 dataset
Level of theory: ωB97M-V/def2-TZVPD

Last column: Mulliken charge in e.
Geometry (Å):
C 2.4342 -0.0295 0.0415  -1.13
C 0.9413 0.1220 -0.0006  0.44
C -0.0843 -0.7643 -0.1693  -0.57
C -1.2937 -0.0067 -0.0648  0.81
N -2.5710 -0.5766 -0.2235  -0.57
C -0.9211 1.2834 0.1053  -0.76
O 0.4495 1.3729 0.1651  -0.35
H 2.9247 0.5391 -0.7565  0.28
H 2.7041 -1.0836 -0.0713  0.30
H 2.8425 0.3218 0.9972  0.28
H -0.0827 -1.7634 -0.5482  0.34
H -2.5951 -1.5489 0.0600  0.25
H -3.2773 -0.0737 0.2928  0.25
H -1.4712 2.2075 0.1724  0.41

Cartesian forces, eV/Å:
-0.20 -0.04 -0.03
0.14 -0.36 -0.17
0.19 0.82 -0.17
0.00 -0.09 -0.22
0.01 0.17 0.14
-0.24 0.03 0.15
-0.01 -0.23 0.08
-0.14 -0.06 0.10
-0.09 0.18 0.00
-0.15 -0.04 -0.16
0.42 -0.51 0.31
0.08 0.17 -0.05
-0.09 0.02 -0.07
0.09 -0.06 0.09

Maximum force (eV Å⁻¹): 0.9
Energy (eV): -8835.4082
Gap between HOMO and LUMO (eV): 9.0
E_LUMO (eV): 1.07
SMILES string: Cc1cc(N)co1
Energy relative to the best compared isomer or geometry (same formula, charge and spin) (kcal/mol): 18.3

=====

(2)
Formula: C5H7NO
Source: the Open Molecules 2025 dataset
Level of theory: ωB97M-V/def2-TZVPD

Last column: Mulliken charge in e.
Geometry (Å):
C 2.1121 0.3724 0.7796  -0.47
N 1.5652 -0.7559 0.5307  -0.45
C 0.2496 -0.7518 0.1633  0.83
O -0.4949 -1.8570 0.2918  -0.38
C -1.5239 -1.0854 -0.4209  -0.16
C -1.9170 0.1810 0.2444  -0.33
C -0.6137 0.1067 -0.5418  -0.50
H 1.5583 1.3076 0.8930  0.41
H 3.1925 0.4083 0.9170  0.26
H 1.6334 1.4905 -1.3620  0.11
H -2.0402 -1.6267 -1.2041  0.35
H -1.9019 0.2539 1.3307  0.19
H -2.7355 0.7195 -0.2300  0.22
H 0.9159 1.2367 -1.3918  -0.06

Cartesian forces, eV/Å:
-0.06 -0.15 0.03
0.03 0.27 0.01
0.08 -0.01 0.02
0.12 0.04 0.10
-0.41 -0.07 -0.14
-0.31 -0.08 0.21
0.22 0.05 -0.10
0.00 -0.16 -0.08
-0.15 -0.07 0.08
0.00 0.09 -0.15
0.07 0.08 0.14
0.03 -0.02 -0.12
0.13 -0.11 0.07
0.23 0.15 -0.07

Maximum force (eV Å⁻¹): 0.4
Energy (eV): -8829.5953
Gap between HOMO and LUMO (alpha / beta) (eV): 7.8 / 7.8
E_LUMO (alpha / beta) (eV): -0.44 / -0.44
Energy relative to the best compared isomer or geometry (same formula, charge and spin) (kcal/mol): 152.4

=====

(3)
Formula: C5H7NO
Source: the Open Molecules 2025 dataset
Level of theory: ωB97M-V/def2-TZVPD

Last column: Mulliken charge in e.
Geometry (Å):
C -1.8951 0.6004 -0.1804  -1.15
C -0.4893 0.1906 0.1107  1.14
C 0.0244 -1.0315 0.3039  -0.90
C 1.4267 -0.8004 0.8069  0.48
O 2.0944 -1.5201 1.4920  -0.46
N 1.7909 0.5774 0.4776  -0.56
C 0.6650 1.1246 0.2013  -0.38
H -2.0200 1.6831 -0.0769  0.36
H -2.5800 0.1104 0.5191  0.30
H -2.1895 0.3160 -1.1970  0.27
H -0.4515 -2.0023 0.2452  0.37
H 0.5904 2.1900 -0.0164  0.42
H 1.7962 -0.4686 -1.3028  0.13
H 1.2374 -0.9695 -1.3833  -0.02

Cartesian forces, eV/Å:
-0.10 0.03 -0.02
-0.02 -0.31 0.08
-0.35 0.26 0.54
0.17 -0.32 0.31
-0.26 0.27 -0.51
-0.40 0.36 0.55
0.21 0.05 0.13
0.02 -0.17 -0.05
0.06 0.09 -0.17
0.03 0.07 0.14
0.02 0.15 0.24
0.00 -0.14 0.02
0.10 -0.39 -0.68
0.51 0.04 -0.59

Maximum force (eV Å⁻¹): 0.8
Energy (eV): -8833.5566
Gap between HOMO and LUMO (eV): 9.3
E_LUMO (eV): -0.80
SMILES string: CC1=CC(=O)N=C1.[H][H]
Energy relative to the best compared isomer or geometry (same formula, charge and spin) (kcal/mol): 61.0

=====

(4)
Formula: C5H7NO
Source: the Open Molecules 2025 dataset
Level of theory: ωB97M-V/def2-TZVPD

Last column: Mulliken charge in e.
Geometry (Å):
C 2.4310 0.0076 -0.0066  -1.11
C 0.9520 0.1291 -0.0531  0.42
C -0.0617 -0.7198 0.0752  -0.54
C -1.2982 0.1175 0.0587  1.03
N -2.5272 -0.4281 -0.4471  -0.69
C -0.8698 1.4977 -0.3283  -0.89
O 0.4582 1.4405 -0.2515  -0.10
H 2.8808 0.4180 -0.9158  0.30
H 2.7172 -1.0425 0.0899  0.30
H 2.8385 0.5600 0.8472  0.28
H 0.0010 -1.7916 0.2089  0.31
H -2.9415 -1.0598 0.2311  0.26
H -3.1869 0.3258 -0.6129  0.26
H -1.3934 0.5457 1.1041  0.15

Cartesian forces, eV/Å:
0.02 -0.02 -0.02
-0.06 -0.24 0.03
0.14 0.17 0.05
0.12 0.16 -0.02
-0.10 0.07 0.11
0.22 -0.29 0.03
-0.14 0.11 -0.11
-0.06 -0.04 0.10
-0.05 0.16 -0.02
-0.08 -0.06 -0.12
-0.01 0.19 0.04
0.01 0.08 -0.15
0.05 -0.07 -0.04
-0.06 -0.21 0.13

Maximum force (eV Å⁻¹): 0.4
Energy (eV): -8832.8407
Gap between HOMO and LUMO (eV): 9.6
E_LUMO (eV): 0.78
Energy relative to the best compared isomer or geometry (same formula, charge and spin) (kcal/mol): 77.5

=====

(5)
Formula: C5H7NO
Source: the Open Molecules 2025 dataset
Level of theory: ωB97M-V/def2-TZVPD

Last column: Mulliken charge in e.
Geometry (Å):
C 1.5183 1.3819 0.3907  -0.98
C 1.1853 0.1418 -0.2239  0.70
C 0.3520 -0.7652 -0.6971  -0.43
N 1.8898 -1.0526 -0.7839  -0.55
H 0.6933 1.9119 0.8179  0.28
H 2.0428 1.9905 -0.4680  0.24
H 2.3164 1.2057 1.0590  0.33
H -0.6302 -1.0889 -0.9754  0.15
H 2.3214 -0.9450 -1.7843  0.19
C -2.6567 -0.3172 0.2231  -0.96
C -1.8599 -0.8544 1.0261  0.83
O -1.1182 -1.2230 1.8462  -0.36
H -3.6613 -0.0609 0.3998  0.29
H -2.3931 -0.3247 -0.8300  0.27

Cartesian forces, eV/Å:
1.70 1.57 -2.44
-2.69 -3.46 -2.17
2.92 2.43 0.59
0.15 -0.31 -1.05
-0.39 0.26 0.18
-1.11 -0.61 1.55
0.78 -0.01 1.22
0.44 -0.45 -0.19
-1.32 0.49 1.85
-1.81 1.07 -3.91
2.74 -1.20 4.07
-0.58 -0.16 -0.55
-0.88 0.21 0.69
0.04 0.16 0.16

Maximum force (eV Å⁻¹): 5.0
Energy (eV): -8830.6487
Gap between HOMO and LUMO (eV): 8.6
E_LUMO (eV): 0.78
SMILES string: CC1=CN1.C=C=O
Energy relative to the best compared isomer or geometry (same formula, charge and spin) (kcal/mol): 128.1

=====

(6)
Formula: C5H7NO
Source: the Open Molecules 2025 dataset
Level of theory: ωB97M-V/def2-TZVPD

Last column: Mulliken charge in e.
Geometry (Å):
C -1.9842 -0.3982 -0.2932  -1.36
C -0.5776 0.0499 0.0089  0.90
C 0.5005 -0.7040 -0.6551  -0.55
C 1.7896 -0.5869 -0.4121  0.12
N 2.9935 -0.3665 -0.2733  -0.56
C -0.3727 1.1100 0.8040  -0.18
O 0.8071 1.7033 1.1165  -0.52
H -2.7062 0.0916 0.3670  0.35
H -2.2643 -0.1561 -1.3264  0.28
H -2.0993 -1.4808 -0.1709  0.33
H 0.2225 -1.4594 -1.3857  0.35
H 3.4506 -0.9082 0.4612  0.28
H -1.1990 1.5982 1.3118  0.30
H 1.4952 1.4441 0.4919  0.28

Cartesian forces, eV/Å:
-0.11 -0.04 0.00
0.03 0.25 0.14
0.18 0.04 0.01
0.37 0.04 0.03
-0.61 -0.13 -0.04
-0.33 -0.22 -0.06
0.13 0.00 -0.08
0.13 -0.04 -0.09
0.06 -0.05 0.13
0.04 0.12 0.02
0.05 0.10 0.06
-0.05 0.00 -0.06
0.05 -0.07 -0.10
0.04 0.00 0.06

Maximum force (eV Å⁻¹): 0.6
Energy (eV): -8834.2170
Gap between HOMO and LUMO (eV): 8.7
E_LUMO (eV): 0.83
SMILES string: C/C(C=C=N)=C/O
Energy relative to the best compared isomer or geometry (same formula, charge and spin) (kcal/mol): 45.8

=====

(7)
Formula: C5H7NO
Source: the Open Molecules 2025 dataset
Level of theory: ωB97M-V/def2-TZVPD

Last column: Mulliken charge in e.
Geometry (Å):
N 2.4997 -0.1368 0.4196  -0.57
C 1.8214 -0.8953 -0.1473  0.62
O 0.9299 -1.5575 -0.7889  -0.51
C -0.3510 -0.5606 -1.0305  0.43
C -1.1804 -0.5373 0.2765  -0.67
C -0.8274 0.9360 0.2888  -0.61
C -0.0975 0.8954 -0.8347  -0.49
H 1.1189 0.5909 1.6137  0.01
H -0.7270 -0.9457 -1.9769  0.38
H -0.6976 -1.1892 1.0088  0.26
H -2.2562 -0.7419 0.2558  0.28
H 0.4749 0.8372 1.8950  0.05
H -1.1664 1.7407 0.9386  0.46
H 0.4612 1.6314 -1.4015  0.36

Cartesian forces, eV/Å:
0.07 -1.12 -0.69
0.20 0.86 0.17
-0.92 1.19 -0.28
0.69 -0.80 0.08
0.00 -0.16 0.03
-0.36 0.15 -0.60
-0.01 -0.03 0.03
-0.11 0.19 0.64
0.02 -0.07 0.23
-0.16 0.31 0.23
0.23 -0.18 -0.30
0.33 0.01 0.65
0.11 -0.16 -0.25
-0.09 -0.17 0.08

Maximum force (eV Å⁻¹): 1.5
Energy (eV): -8831.6279
Gap between HOMO and LUMO (eV): 10.7
E_LUMO (eV): 0.56
Energy relative to the best compared isomer or geometry (same formula, charge and spin) (kcal/mol): 105.5

=====

(8)
Formula: C5H7NO
Source: the Open Molecules 2025 dataset
Level of theory: ωB97M-V/def2-TZVPD

Last column: Mulliken charge in e.
Geometry (Å):
N -1.6556 -1.5029 -1.2816  -0.62
C -0.9910 -0.5273 -0.8593  0.25
O -1.0278 0.8512 -0.9314  -0.44
C 0.3902 0.9065 -0.5776  0.08
C 0.5731 1.0987 0.9391  -0.72
C 0.6027 -0.4459 1.1282  -0.54
C 0.3943 -0.6723 -0.3914  -0.12
H -2.5459 -1.3074 -1.7029  0.27
H 0.9353 1.5516 -1.2733  0.38
H -0.2424 1.6438 1.4334  0.27
H 1.5113 1.5978 1.2123  0.28
H -0.1898 -0.8656 1.7513  0.30
H 1.5664 -0.7868 1.5178  0.27
H 0.6792 -1.5412 -0.9647  0.34

Cartesian forces, eV/Å:
-0.52 0.37 0.28
-0.15 -0.55 -0.18
-0.37 -0.28 -0.10
0.21 0.10 0.09
0.02 0.01 -0.02
-0.09 -0.07 0.21
-0.03 0.81 0.56
-0.48 0.37 -0.23
-0.07 -0.38 0.04
0.13 -0.22 -0.28
-0.15 -0.21 -0.16
0.10 0.00 -0.02
-0.17 -0.05 -0.25
1.56 0.11 0.07

Maximum force (eV Å⁻¹): 1.6
Energy (eV): -8833.8193
Gap between HOMO and LUMO (eV): 11.1
E_LUMO (eV): 1.06
Energy relative to the best compared isomer or geometry (same formula, charge and spin) (kcal/mol): 55.0